1.
# CH2BrNSi

A cluster of 2 separate species, CH2BrNSi in total (ωB97M-V with the def2-TZVPD basis set, the OMol25 dataset).

Geometry (Å):
Br1 2.67 1.89 0.86
Si1 0.59 1.44 0.04
N1 -1.60 -2.04 -0.44
H1 0.30 1.33 -1.31
C1 -1.91 -3.11 -0.15
H2 -0.06 0.49 1.00

Calculated values
HOMO energy (alpha / beta): -7.74 / -7.74 eV
maximum force: 3.9 eV/A
orbital gap (alpha / beta): 3.065 / 3.063 eV
charge: 0

Listed below, in e, are the natural (NBO) charges computed for each atom: number 1, Br, carries -0.19; number 2, Si, carries 1.16; number 3, N, carries -0.75; number 4, H, carries -0.13; number 5, C, carries -0.02; number 6, H, carries -0.06



2.
# C44H77BrCuN11

A structure of composition C44H77BrCuN11 (ωB97M-V with the def2-TZVPD basis set, the OMol25 dataset).

Geometry (Å):
C1 -3.43 6.95 -3.52
C2 -0.88 1.74 -2.64
H1 -2.44 7.84 -1.85
N1 1.78 -0.99 -1.54
N2 3.49 -2.76 -3.83
C3 -1.44 3.16 3.19
H2 -3.06 4.80 -1.72
H3 4.50 -5.35 -1.69
Br1 1.63 2.45 0.83
C4 -4.77 4.04 1.15
H4 3.73 -4.52 2.65
C5 -2.21 7.28 -2.75
H5 -2.04 -4.25 -2.83
H6 5.60 -4.29 0.31
H7 6.35 -0.09 -1.54
H8 3.45 -5.52 -0.26
H9 2.34 0.03 4.61
H10 -0.07 3.42 -3.68
H11 1.06 -1.98 5.91
N3 5.36 2.92 3.55
H12 -6.05 1.63 -0.36
H13 -3.64 -2.50 3.74
H14 7.19 1.71 1.31
H15 2.50 -3.91 5.41
C6 5.44 -0.37 -2.06
C7 4.55 0.87 -2.35
H16 -3.70 0.09 -1.62
C8 2.40 -0.34 -2.26
C9 -1.11 -3.69 -2.82
C10 -1.18 -2.74 -1.72
N4 1.38 -1.92 1.70
H17 -3.44 1.13 -0.29
H18 5.63 1.74 0.64
H19 0.72 -4.49 3.44
H20 6.43 -0.60 0.86
C11 5.98 -0.08 1.71
C12 -1.63 -1.81 -4.32
C13 -2.02 2.98 -4.46
H21 2.66 1.39 -3.35
H22 -2.67 -2.13 -4.27
H23 -0.96 5.64 -3.32
H24 -1.61 7.94 -3.37
H25 -2.67 3.54 -3.79
H26 4.45 -1.54 2.40
C14 -0.75 -3.02 -4.15
H27 -0.23 1.86 -4.57
C15 4.83 -3.81 -0.31
N5 1.82 1.49 7.41
C16 -5.63 0.71 -0.76
H28 0.28 -0.76 3.82
C17 1.56 -4.35 2.75
H29 -0.75 -1.90 5.90
H30 2.01 -4.86 -2.16
H31 4.02 -0.62 0.94
C18 2.69 -4.12 -1.73
C19 -3.76 3.55 2.22
C20 -5.99 -0.90 -2.68
H32 4.36 -2.99 0.23
H33 -1.87 4.53 1.67
H34 -4.64 -1.47 1.75
H35 4.39 1.36 -1.39
C21 -3.61 -1.82 1.73
C22 -0.67 2.52 -3.83
H36 4.88 -1.10 -1.47
H37 -1.46 -0.98 -3.64
H38 -1.38 -2.91 2.92
H39 2.98 -5.71 3.68
H40 -3.64 2.28 -5.72
H41 -3.95 4.09 3.15
C23 -3.43 -2.92 2.75
C24 0.18 -1.33 5.97
H42 5.49 -3.36 -1.05
C25 2.93 -4.66 3.38
C26 -6.45 0.30 -1.94
H43 -0.47 6.48 -1.85
H44 -6.51 1.11 -2.66
N6 -2.05 0.28 1.90
C27 3.84 -4.82 -1.00
H45 2.15 -3.42 -1.09
H46 5.12 1.57 -2.96
C28 5.70 2.27 2.64
H47 3.49 0.10 -4.08
C29 3.13 -3.33 -2.90
H48 -4.71 3.43 0.25
H49 -5.71 0.02 0.09
H50 3.93 0.13 2.54
H51 -4.15 -3.71 2.55
H52 6.58 -0.40 2.57
C30 1.45 -3.00 2.13
H53 -2.11 -4.26 1.85
Cu1 0.17 0.00 0.18
H54 1.39 -4.89 1.82
H55 5.77 -0.82 -3.00
C31 -2.75 -0.65 1.84
H56 -0.97 -3.76 -4.91
C32 -4.14 0.95 -1.11
H57 -3.54 1.48 -4.20
C33 -2.03 5.04 -1.46
N7 -1.05 1.07 -1.69
H58 0.16 -0.82 6.93
H59 1.39 1.51 4.35
N8 -0.82 2.89 4.15
C34 6.16 1.45 1.55
C35 -1.33 6.06 -2.38
H60 -4.66 5.09 0.91
H61 -2.37 1.06 -5.45
H62 -4.04 2.52 2.45
C36 -2.24 3.56 1.99
N9 -5.62 -1.84 -3.27
N10 -4.37 6.74 -4.15
C37 3.28 0.53 -3.11
H63 -1.78 3.75 -5.19
H64 -2.02 -4.31 3.63
C38 0.28 -0.31 4.81
H65 4.22 -4.05 5.02
C39 1.48 0.61 4.96
C40 -2.92 1.89 -5.00
H66 3.29 -2.77 4.28
C41 1.67 1.09 6.35
H67 -0.66 0.23 4.83
H68 0.30 -2.72 -4.11
H69 -1.98 2.94 1.13
C42 3.24 -3.80 4.61
N11 -1.19 -1.98 -0.83
H70 -7.48 0.18 -1.60
H71 -3.50 -2.20 0.72
H72 -2.09 5.41 -0.44
H73 -1.44 -1.38 -5.30
C43 4.50 -0.56 1.92
H74 -1.51 4.08 -1.41
H75 -0.36 -4.43 -2.54
H76 -4.04 1.86 -1.70
H77 -5.75 3.97 1.61
C44 -2.15 -3.67 2.76

Calculated values
HOMO energy: -7.47 eV
maximum force: 3.5 eV/A
orbital gap: 7.509 eV
charge: 0

Mulliken atomic charge list, values in e, 99 entries: number 1, C, carries 0.30; number 2, C, carries -0.79; number 3, H, carries 0.31; number 4, N, carries 0.37; number 5, N, carries -0.60; number 6, C, carries -0.33; number 7, H, carries 0.29; number 8, H, carries 0.39; number 9, Br, carries -0.78; number 10, C, carries -0.99; number 11, H, carries 0.02; number 12, C, carries -0.70; number 13, H, carries 0.42; number 14, H, carries 0.47; number 15, H, carries 0.44; number 16, H, carries 0.38; number 17, H, carries -0.09; number 18, H, carries 0.45; number 19, H, carries 0.18; number 20, N, carries -0.49; number 21, H, carries 0.26; number 22, H, carries 0.35; number 23, H, carries 0.44; number 24, H, carries 0.35; number 25, C, carries -0.72; number 26, C, carries -0.49; number 27, H, carries 0.39; number 28, C, carries -0.56; number 29, C, carries -0.81; number 30, C, carries 0.00; number 31, N, carries 0.17; number 32, H, carries -0.26; number 33, H, carries -0.19; number 34, H, carries 0.27; number 35, H, carries 0.23; number 36, C, carries -0.84; number 37, C, carries -0.87; number 38, C, carries -0.26; number 39, H, carries 0.23; number 40, H, carries 0.28; number 41, H, carries 0.12; number 42, H, carries 0.37; number 43, H, carries -0.03; number 44, H, carries -0.01; number 45, C, carries -0.35; number 46, H, carries 0.41; number 47, C, carries -1.02; number 48, N, carries -0.55; number 49, C, carries -0.21; number 50, H, carries -0.33; number 51, C, carries -0.45; number 52, H, carries 0.39; number 53, H, carries 0.33; number 54, H, carries -0.34; number 55, C, carries 0.80; number 56, C, carries -0.28; number 57, C, carries 0.27; number 58, H, carries -0.01; number 59, H, carries 0.38; number 60, H, carries 0.28; number 61, H, carries 0.08; number 62, C, carries -0.26; number 63, C, carries -0.48; number 64, H, carries -0.23; number 65, H, carries 0.08; number 66, H, carries -0.21; number 67, H, carries 0.45; number 68, H, carries 0.43; number 69, H, carries 0.49; number 70, C, carries -1.03; number 71, C, carries -1.44; number 72, H, carries 0.49; number 73, C, carries -0.32; number 74, C, carries -0.63; number 75, H, carries 0.43; number 76, H, carries 0.29; number 77, N, carries -0.13; number 78, C, carries -0.87; number 79, H, carries -0.40; number 80, H, carries 0.39; number 81, C, carries 0.01; number 82, H, carries 0.42; number 83, C, carries 0.06; number 84, H, carries -0.07; number 85, H, carries 0.07; number 86, H, carries 0.18; number 87, H, carries 0.40; number 88, H, carries 0.48; number 89, C, carries -0.28; number 90, H, carries 0.30; number 91, Cu, carries 1.25; number 92, H, carries 0.32; number 93, H, carries 0.48; number 94, C, carries 0.13; number 95, H, carries 0.34; number 96, C, carries -0.43; number 97, H, carries 0.08; number 98, C, carries -0.79; number 99, N, carries 0.53



3.
# C5H8FN

A cluster of 2 separate species, C5H8FN in total (ωB97M-V with the def2-TZVPD basis set, the OMol25 dataset).

Geometry (Å):
H1 -1.24 1.78 0.40
H2 0.84 2.46 -0.81
H3 1.28 0.07 -2.18
C1 -0.30 2.05 0.87
H4 -0.27 -0.52 -2.97
C2 0.17 -1.32 -1.11
H5 -0.15 -1.51 1.69
C3 -0.64 -2.19 0.98
H6 1.70 2.64 0.81
H7 -1.68 -1.88 0.88
N1 0.04 -2.18 -0.28
C4 0.40 -0.55 -2.13
F1 -0.38 1.95 2.21
H8 -0.60 -3.20 1.37
C5 0.81 2.40 0.26

Calculated values
HOMO energy: -8.60 eV
maximum force: 1.1 eV/A
orbital gap: 9.537 eV
charge: 0
SMILES: C=C=NC.C=CF

Listed below, in e, are the natural (NBO) charges computed for each atom: number 1, H, carries 0.17; number 2, H, carries 0.22; number 3, H, carries 0.24; number 4, C, carries 0.24; number 5, H, carries 0.24; number 6, C, carries 0.44; number 7, H, carries 0.21; number 8, C, carries -0.43; number 9, H, carries 0.21; number 10, H, carries 0.20; number 11, N, carries -0.43; number 12, C, carries -0.68; number 13, F, carries -0.34; number 14, H, carries 0.21; number 15, C, carries -0.50



4.
# CH5PS

A cluster of 2 separate species, CH5PS in total (ωB97M-V with the def2-TZVPD basis set, the OMol25 dataset).

Geometry (Å):
H1 -2.17 -0.89 0.75
H2 -1.70 1.32 1.16
S1 -0.52 -0.70 2.86
H3 1.97 0.81 -1.38
H4 1.90 -0.82 -1.40
P1 -1.02 0.10 1.04
C1 1.29 0.03 -1.52
H5 0.25 0.15 -1.50

Calculated values
HOMO energy (alpha / beta): -8.81 / -9.12 eV
maximum force: 3.0 eV/A
orbital gap (alpha / beta): 6.659 / 9.168 eV
charge: 0

Listed below, in e, are the natural (NBO) charges computed for each atom: number 1, H, carries 0.03; number 2, H, carries -0.01; number 3, S, carries -0.26; number 4, H, carries 0.16; number 5, H, carries 0.17; number 6, P, carries 0.23; number 7, C, carries -0.49; number 8, H, carries 0.17



Relative energy (zero: lowest compared OMol25 entry of this formula, charge and spin) for every record listed, in sequence, given in kcal per mole: 134.80, 8.46, 49.10, 82.83.